[1]
Entry from the Open Molecules 2025 dataset: a structure of composition C33H30F6N5O4S3SiSn at a distorted geometry (ωB97M-V/def2-TZVPD).

```
83
Properties=species:S:1:pos:R:3:lowdin_charge:R:1
Sn 10.436 10.113 11.702 1.200
S 8.264 7.809 11.183 0.657
S 7.920 8.881 13.760 0.650
S 15.565 11.770 15.181 0.974
Si 8.199 12.584 10.318 0.467
F 10.420 6.710 10.360 0.099
F 9.497 6.779 14.381 0.092
F 9.151 8.204 16.018 0.086
F 7.498 6.818 15.331 0.120
F 10.765 7.494 12.338 0.061
F 9.530 5.694 12.202 0.145
O 8.764 9.201 10.715 -0.473
O 9.094 9.765 13.576 -0.504
O 7.600 6.945 10.289 -0.239
O 6.821 9.541 14.430 -0.286
N 11.501 13.096 15.715 0.136
N 13.977 11.996 15.305 -0.269
N 9.900 11.962 10.719 -0.236
N 7.290 8.077 12.404 -0.265
N 13.791 11.164 17.472 0.123
C 10.960 12.629 10.164 -0.436
C 11.740 9.439 5.930 -0.115
C 11.835 11.925 16.303 -0.249
C 10.184 13.363 15.487 -0.100
C 12.967 9.415 6.558 -0.042
C 9.525 11.490 16.789 -0.053
C 17.056 10.268 19.107 -0.117
C 7.450 11.616 8.833 -0.170
C 14.359 9.137 9.902 -0.083
C 9.173 12.620 16.076 -0.072
C 12.032 13.123 10.948 -0.069
C 12.971 9.256 7.958 -0.178
C 10.515 9.243 8.075 -0.002
C 11.787 9.336 8.767 -0.194
C 12.862 14.462 9.124 -0.112
C 9.846 6.848 11.614 -0.607
C 10.584 9.261 6.667 -0.107
C 11.893 13.851 8.298 -0.145
C 11.921 9.316 10.146 -0.281
C 14.231 9.210 8.575 -0.081
C 17.510 11.094 16.898 -0.111
C 12.877 14.085 10.485 -0.116
C 10.901 11.170 16.901 -0.031
C 15.724 10.426 18.907 -0.058
C 13.271 11.640 16.349 -0.378
C 10.984 12.983 8.770 -0.091
C 13.170 9.168 10.720 -0.131
C 8.195 14.442 10.258 -0.175
C 15.213 11.032 17.753 -0.173
C 17.975 10.610 18.107 -0.086
C 7.166 12.219 11.826 -0.186
C 16.141 11.243 16.688 -0.490
C 8.534 7.594 14.927 -0.553
H 6.651 12.164 8.263 0.034
H 6.665 11.251 11.921 0.020
H 8.563 14.895 11.171 0.033
H 11.112 10.200 17.317 0.107
H 13.623 14.543 11.121 0.092
H 9.616 9.227 8.618 0.059
H 9.626 9.233 6.108 0.101
H 15.313 9.027 10.317 0.076
H 17.399 9.771 19.977 0.088
H 8.887 14.776 9.483 0.020
H 13.551 15.191 8.737 0.074
H 6.399 12.973 11.960 0.018
H 8.291 11.341 8.139 0.015
H 18.155 11.231 16.082 0.086
H 8.117 12.909 16.121 0.112
H 7.057 10.712 9.263 -0.004
H 15.041 9.001 7.850 0.114
H 8.733 10.848 17.138 0.103
H 14.984 9.912 19.556 0.122
H 13.905 9.516 6.091 0.086
H 7.782 12.295 12.756 0.035
H 9.995 14.316 14.991 0.108
H 10.097 12.662 8.103 0.120
H 7.227 14.872 9.992 0.028
H 13.272 10.893 18.281 0.130
H 13.249 9.057 11.784 0.062
H 12.025 12.799 12.033 0.110
H 18.984 10.282 18.263 0.094
H 11.857 14.177 7.206 0.114
H 11.595 9.469 4.845 0.096
```

Properties
- M: 917.620 g mol⁻¹
- Relative energy (zero: lowest compared OMol25 entry of this formula, charge and spin): 157.64 kJ/mol
- Frontier orbital gap: 5.6 eV
- Highest occupied orbital energy: -3.53 eV
- Total charge: -1
- DFT total energy: -4147.7728 hartree

***

[2]
Entry from the Open Molecules 2025 dataset: a structure of composition CH2S3 at a distorted geometry (ωB97M-V/def2-TZVPD).

```
6
Properties=species:S:1:pos:R:3:lowdin_charge:R:1
S -0.994 1.305 -0.442 0.688
S 0.704 -0.770 -1.301 0.686
S 0.362 -0.408 1.606 0.621
C 0.136 0.093 0.128 -1.698
H 1.219 -1.805 -0.765 -0.167
H -1.428 1.585 0.773 -0.130
```

Properties
- M: 110.228 g mol⁻¹
- Relative energy (zero: lowest compared OMol25 entry of this formula, charge and spin): 44.38 kJ/mol
- Frontier orbital gap: 8.6 eV
- Highest occupied orbital energy: -8.99 eV
- DFT total energy: -1233.8356 hartree

***

[3]
Entry from the Open Molecules 2025 dataset: a cluster of 2 separate species, C2H8N2O in total at a distorted geometry (ωB97M-V/def2-TZVPD).

```
13
Properties=species:S:1:pos:R:3:lowdin_charge:R:1
O -4.788 3.112 -2.772 -0.132
N 3.552 -2.828 1.376 0.025
N 3.301 -0.683 2.161 0.079
C 3.407 -1.993 2.349 -0.417
C -4.344 1.763 -2.681 -0.163
H -5.147 1.040 -2.870 0.075
H -3.952 1.643 -1.669 0.075
H -3.573 1.589 -3.425 0.075
H 3.950 -3.698 1.698 0.015
H 3.330 0.119 2.760 0.094
H -5.402 3.292 -2.054 0.070
H 3.558 -2.447 3.327 0.109
H 3.112 -0.498 1.189 0.095
```

Properties
- M: 76.099 g mol⁻¹
- Relative energy (zero: lowest compared OMol25 entry of this formula, charge and spin): 200.37 kJ/mol
- Frontier orbital gap: 10.1 eV
- Highest occupied orbital energy: -9.05 eV
- DFT total energy: -265.7068 hartree

***

[4]
Entry from the Open Molecules 2025 dataset: a cluster of 14 separate species, H26NO16 in total at a distorted geometry (ωB97M-V/def2-TZVPD).

```
43
Properties=species:S:1:pos:R:3:lowdin_charge:R:1
O -3.576 0.386 2.015 -0.040
O 0.584 1.390 -4.366 -0.054
O -2.965 -1.907 -0.983 -0.038
O -0.264 1.705 2.918 -0.042
O 2.747 0.271 3.184 -0.047
O -1.093 2.992 -2.411 -0.039
O -0.357 0.558 -1.022 0.080
O -0.447 -0.834 0.643 0.022
O 0.398 -3.541 1.048 0.217
O -2.162 -2.127 2.379 0.069
O 3.215 0.044 -1.801 -0.034
O 1.522 -2.721 -1.354 -0.019
O 0.818 -1.912 3.229 -0.030
O 2.442 3.144 -0.247 -0.043
O 1.094 0.703 0.578 0.007
O -2.821 0.501 -3.590 -0.044
N 0.103 0.152 0.063 -0.479
H -3.068 -2.170 2.074 0.068
H 2.062 2.322 0.063 -0.022
H -2.601 -2.068 -1.853 0.036
H 2.005 -3.141 -2.066 0.071
H 3.603 0.893 -2.014 0.034
H 0.585 -3.288 0.144 0.032
H 0.849 -2.884 1.579 0.033
H -2.339 -1.314 -0.567 -0.019
H 0.241 1.210 2.272 -0.036
H 1.437 -1.808 -1.628 0.033
H 0.976 2.220 -4.096 0.026
H 2.692 0.209 -1.017 -0.008
H -2.991 1.102 -4.315 0.040
H 3.256 2.885 -0.679 0.022
H -0.130 1.247 -3.745 -0.020
H 2.399 -0.282 2.485 -0.006
H -2.335 1.026 -2.953 -0.012
H -0.739 2.360 -1.786 -0.011
H -1.657 -1.894 1.600 -0.018
H 2.590 -0.229 3.986 0.030
H -0.828 3.845 -2.066 0.051
H -3.868 1.284 2.173 0.043
H 0.361 2.333 3.280 0.044
H -2.654 0.471 1.774 0.003
H 0.417 -1.088 2.950 0.019
H 0.498 -2.044 4.121 0.078
```

Properties
- 2S+1: 2
- M: 296.199 g mol⁻¹
- Frontier orbital gap (alpha / beta): 10.3 / 4.1 eV
- Highest occupied orbital energy (alpha / beta): -11.03 / -11.02 eV
- DFT total energy: -1273.9264 hartree
- <S²>: 0.7572

***

Which of these has the highest M?
C33H30F6N5O4S3SiSn

***

Copy entry 2 word for word.
Entry from the Open Molecules 2025 dataset: a structure of composition CH2S3 at a distorted geometry (ωB97M-V/def2-TZVPD).

```
6
Properties=species:S:1:pos:R:3:lowdin_charge:R:1
S -0.994 1.305 -0.442 0.688
S 0.704 -0.770 -1.301 0.686
S 0.362 -0.408 1.606 0.621
C 0.136 0.093 0.128 -1.698
H 1.219 -1.805 -0.765 -0.167
H -1.428 1.585 0.773 -0.130
```

Properties
- M: 110.228 g mol⁻¹
- Relative energy (zero: lowest compared OMol25 entry of this formula, charge and spin): 44.38 kJ/mol
- Frontier orbital gap: 8.6 eV
- Highest occupied orbital energy: -8.99 eV
- DFT total energy: -1233.8356 hartree

***

Which formula does entry 2 have?
CH2S3

***

Among the records above, which one has the highest M?
C33H30F6N5O4S3SiSn